Molecular formula: C40H38GeI2IrN4SSi
Method: DFT, the ωB97M-V functional and the def2-TZVPD basis

Output
- charge = -1
- frontier orbital gap (alpha / beta) (eV) = 4.2223 / 4.1945
- E_HOMO (alpha / beta) (eV) = -3.612 / -3.602
- strongest force on any atom (eV Å⁻¹) = 3.96

Positions of all 88 atoms, in Å:
1 Ir 0.0051 -1.0944 -1.0551
2 N -3.9108 0.5520 -1.4608
3 C -3.8978 1.9265 -1.3236
4 C -5.0652 2.6001 -0.9862
5 C -5.0846 3.9818 -0.9201
6 C -3.9205 4.7048 -1.1350
7 C -2.7439 4.0439 -1.4471
8 C -2.7362 2.6675 -1.5640
9 S -1.2936 1.7938 -2.0725
10 N -1.5461 0.2512 -1.4221
11 C -2.7784 -0.2511 -1.3308
12 C -2.9294 -1.6282 -1.0774
13 C -4.1769 -2.3031 -1.0168
14 C -4.2156 -3.6461 -0.7798
15 C -3.0113 -4.3471 -0.5887
16 C -1.8325 -3.6389 -0.6744
17 N -1.7626 -2.3413 -0.9109
18 H -4.7758 0.1280 -1.1621
19 H -5.9553 2.0219 -0.7733
20 H -6.0102 4.4908 -0.6890
21 H -3.9142 5.7805 -1.0470
22 H -1.8298 4.5964 -1.6031
23 H -5.1009 -1.7682 -1.1880
24 H -5.1658 -4.1611 -0.7435
25 H -3.0042 -5.4037 -0.3831
26 H -0.8827 -4.1401 -0.5450
27 I 3.2879 0.5435 -1.0957
28 I 6.1985 0.3910 -2.1495
29 C 1.2261 0.4105 -0.7359
30 Ge 1.1212 1.6503 0.7299
31 C 1.6621 3.5270 0.2893
32 C 1.0161 4.1293 -0.7817
33 C 1.2152 5.4609 -1.0903
34 C 2.0802 6.2209 -0.3224
35 C 2.7497 5.6317 0.7357
36 C 2.5454 4.2941 1.0348
37 C -0.7733 1.8095 1.3082
38 C -1.4832 0.6497 1.5721
39 C -2.8271 0.6897 1.8955
40 C -3.4829 1.9086 1.9455
41 C -2.7832 3.0764 1.6985
42 C -1.4374 3.0217 1.3806
43 C 2.1475 0.9977 2.3212
44 C 2.8097 -0.2213 2.3334
45 C 3.5080 -0.6341 3.4542
46 C 3.5410 0.1678 4.5813
47 C 2.8517 1.3688 4.5962
48 C 2.1582 1.7746 3.4710
49 H 0.3393 3.5392 -1.3824
50 H 0.6914 5.9023 -1.9282
51 H 2.2349 7.2658 -0.5538
52 H 3.4336 6.2234 1.3299
53 H 3.0809 3.8441 1.8589
54 H -0.9649 -0.3053 1.5273
55 H -3.3667 -0.2254 2.1081
56 H -4.5398 1.9526 2.1739
57 H -3.2925 4.0300 1.7389
58 H -0.8959 3.9383 1.1818
59 H 2.7857 -0.8670 1.4634
60 H 4.0378 -1.5770 3.4409
61 H 4.1046 -0.1410 5.4499
62 H 2.8629 1.9909 5.4818
63 H 1.6154 2.7119 3.4707
64 C 3.2271 -2.1937 -3.4752
65 Si 1.8089 -3.0937 -2.5679
66 C 2.1289 -4.9832 -2.6414
67 C 0.2533 -2.7515 -3.6437
68 N 1.3941 -2.5411 -0.9606
69 C 1.7228 -3.1900 0.1935
70 C 0.8983 -3.0706 1.3291
71 C 1.1249 -3.8145 2.4641
72 C 2.2146 -4.6701 2.5395
73 C 3.0904 -4.7291 1.4654
74 C 2.8560 -4.0110 0.3108
75 H 3.4871 -2.7306 -4.3833
76 H 4.1344 -2.0831 -2.8913
77 H 2.9134 -1.1963 -3.7675
78 H 1.6772 -5.3906 -3.5399
79 H 1.7037 -5.5071 -1.7907
80 H 3.1882 -5.2161 -2.6834
81 H 0.4723 -2.9406 -4.6897
82 H -0.0525 -1.7072 -3.5690
83 H -0.5909 -3.3754 -3.3681
84 H 0.0513 -2.3910 1.2812
85 H 0.4512 -3.7146 3.3046
86 H 2.3920 -5.2596 3.4293
87 H 3.9770 -5.3454 1.5320
88 H 3.5539 -4.0575 -0.5110